{"formula": "C14H16O2", "method": "ωB97M-V/def2-TZVPD", "de_lowest_kcal_mol": 45.13, "spin_multiplicity": 2, "s_squared": 0.76, "e_homo_ev": [0.809, -3.835], "molar_mass_g_mol": 216.3, "total_charge": -1, "largest_force_ev_per_a": 4.5, "elements": ["C", "C", "C", "C", "C", "C", "C", "O", "H", "H", "H", "H", "H", "H", "H", "H", "C", "C", "C", "C", "C", "C", "C", "O", "H", "H", "H", "H", "H", "H", "H", "H"], "coordinates": [[0.365647, 1.974233, 0.469672], [-1.358171, -0.589661, 2.446831], [-1.145083, 0.391043, 1.596710], [-0.213956, -1.189360, 3.125980], [0.130096, 0.763222, 1.267458], [1.062406, -0.779500, 2.953609], [1.203005, 0.229184, 2.008697], [-0.616697, -2.136533, 4.040451], [-2.342898, -0.924556, 2.694201], [-1.949204, 1.019331, 1.062233], [-1.121239, -2.780622, 3.577238], [1.960901, -0.947492, 3.556871], [-0.006270, 1.831580, -0.555583], [1.355324, 2.233249, 0.318474], [2.245167, 0.668857, 1.792332], [-0.166284, 2.894240, 0.979524], [-2.055621, 1.005168, -2.170023], [0.386780, -1.806410, -1.588358], [1.520608, -1.045804, -1.751852], [-0.837608, -1.153657, -1.735413], [-0.767903, 0.166216, -2.146662], [1.626950, 0.244750, -2.309503], [0.404242, 0.862579, -2.532290], [2.658456, -1.749955, -1.586229], [0.312268, -2.806204, -1.140431], [-1.853528, -1.507230, -1.334971], [2.586975, 0.747151, -2.502346], [3.558652, -1.423567, -1.272064], [-1.927452, 2.156490, -1.890110], [-2.768079, 0.646014, -1.502115], [0.306057, 1.958405, -2.711227], [-2.553538, 1.048838, -3.161101]], "atomic_forces_ev_per_a": [[-2.9, 1.7, -0.2], [1.7, -2.3, 2.2], [-1.6, 2.8, -3.1], [-3.4, 0.0, -0.3], [2.7, 0.4, 1.7], [0.8, 1.2, -0.1], [1.1, 1.3, -1.8], [1.3, -0.1, 1.3], [-0.4, -0.3, 0.3], [0.9, -1.4, 1.0], [-0.7, -0.8, -0.5], [-0.7, -0.8, -0.1], [-0.3, 0.3, 0.5], [2.2, 0.3, 0.1], [-1.7, -0.8, 0.4], [0.8, -1.6, -1.1], [1.1, 2.5, -1.2], [-0.5, -0.9, 0.9], [1.7, 0.4, -1.0], [-2.1, 1.6, 0.3], [-1.4, 1.9, -0.7], [0.6, -0.5, 0.8], [-1.9, 0.9, 0.1], [3.1, -2.1, 0.9], [1.0, 0.4, -0.2], [1.7, 0.1, -0.7], [-0.4, -0.6, 0.1], [-2.4, 0.6, -0.6], [0.2, -2.3, -0.5], [-1.3, -0.8, 1.3], [0.2, -1.0, -0.1], [0.4, -0.2, 0.3]], "mulliken_spin": [0.128, -0.006, 0.155, 0.017, -0.444, -0.039, 0.419, 0.001, -0.009, 0.031, 0.000, -0.025, 0.041, -0.098, -0.018, -0.027, 0.055, 0.889, -0.338, -0.014, -0.003, 0.733, -0.165, -0.324, 0.082, 0.025, -0.105, 0.070, 0.006, 0.035, -0.060, -0.009]}